# 1
{"formula": "C4H2ClN", "method": "wB97M-V/def2-TZVPD", "symbols": ["C", "C", "C", "C", "N", "Cl", "H", "H"], "positions_angstrom": [[-2.617, -0.470, 0.019], [-1.785, 0.393, -0.348], [0.869, -0.528, 0.199], [-0.808, 1.122, -0.728], [1.980, -0.122, 0.315], [-0.117, -1.737, 0.769], [-0.221, 1.845, -1.189], [2.700, -0.503, 0.963]], "forces_ev_per_a": [[-2.698, -2.546, 1.209], [3.319, 3.364, -1.800], [-1.483, 0.227, -0.407], [-1.501, -1.537, 1.048], [2.171, 0.377, 0.707], [-0.091, -0.782, 0.330], [0.866, 0.651, -0.459], [-0.582, 0.247, -0.629]], "nbo_charge": [0.086, -0.467, 0.295, -0.044, -0.623, 0.123, 0.231, 0.399], "largest_force_ev_per_a": 5.06, "e_homo_ha": [-0.298, -0.369], "homo_lumo_gap_ev": [6.96, 8.02], "s_squared": 2.033, "multiplicity": 3, "e_above_lowest_kj_mol": 85.26}


# 2
{"formula": "C31H24BF3O2S", "method": "wB97M-V/def2-TZVPD", "symbols": ["C", "C", "C", "C", "C", "C", "C", "C", "C", "C", "C", "C", "C", "H", "H", "H", "H", "H", "H", "H", "H", "H", "H", "H", "C", "C", "C", "C", "C", "B", "C", "C", "C", "C", "C", "F", "F", "F", "C", "C", "O", "C", "C", "C", "C", "C", "C", "O", "S", "H", "H", "H", "H", "H", "H", "H", "H", "H", "H", "H", "H", "H"], "positions_angstrom": [[1.408, 0.688, 1.342], [2.832, 0.191, 1.085], [3.425, -0.690, 2.017], [4.758, -1.088, 1.894], [5.557, -0.582, 0.860], [4.992, 0.328, -0.030], [3.636, 0.680, 0.064], [1.448, 1.581, 2.608], [0.437, 1.689, 3.583], [0.135, 2.951, 4.100], [0.841, 4.087, 3.690], [2.011, 3.948, 2.941], [2.359, 2.686, 2.464], [0.653, -0.095, 1.319], [2.824, -1.061, 2.862], [5.189, -1.803, 2.611], [6.605, -0.879, 0.762], [5.606, 0.773, -0.825], [3.207, 1.364, -0.674], [-0.113, 0.785, 3.877], [-0.699, 3.064, 4.789], [0.524, 5.080, 3.990], [2.642, 4.804, 2.707], [3.285, 2.513, 1.907], [-3.620, -1.985, -2.015], [-2.281, -2.248, -1.452], [-1.053, -1.946, -2.040], [0.022, -2.184, -1.153], [-0.365, -2.562, 0.125], [0.979, 2.101, 0.610], [0.446, -2.889, 1.233], [-0.124, -2.964, 2.521], [0.570, -3.610, 3.521], [1.802, -4.171, 3.202], [2.492, -5.000, 4.248], [3.332, -5.931, 3.717], [3.256, -4.204, 5.072], [1.622, -5.679, 5.052], [2.474, -3.894, 2.017], [1.791, -3.252, 1.014], [1.453, 2.635, -0.571], [0.363, 3.310, -1.117], [-0.718, 3.260, -0.199], [-1.617, 4.303, -0.096], [-1.399, 5.398, -0.939], [-0.383, 5.404, -1.898], [0.523, 4.343, -1.993], [-0.365, 2.455, 0.845], [-2.094, -2.675, 0.222], [-3.796, -2.460, -2.994], [-4.378, -2.350, -1.307], [-3.714, -0.896, -2.124], [-0.938, -1.567, -3.065], [1.075, -2.043, -1.402], [-1.117, -2.542, 2.713], [0.168, -3.712, 4.528], [3.513, -4.205, 1.919], [2.268, -3.056, 0.050], [-2.297, 4.339, 0.761], [-2.023, 6.289, -0.816], [-0.236, 6.273, -2.546], [1.471, 4.383, -2.541]], "forces_ev_per_a": [[1.559, 1.747, 0.485], [0.120, -0.485, 0.479], [-0.017, 0.007, -0.040], [-0.016, -0.156, 0.048], [-0.328, 0.204, 0.070], [0.036, -0.075, -0.237], [0.251, 0.077, -0.411], [0.236, 0.733, 0.424], [0.433, -0.136, -0.473], [0.161, 0.057, -0.068], [0.135, -0.109, 0.110], [-0.021, -0.528, 0.211], [-0.638, -0.336, 0.095], [-0.099, 0.124, 0.160], [0.275, 0.168, -0.426], [-0.279, 0.408, -0.313], [-0.369, 0.115, 0.078], [-0.316, -0.267, 0.347], [0.269, -0.260, 0.308], [-0.047, 0.560, -0.329], [0.123, -0.046, -0.100], [-0.020, -0.165, 0.118], [-0.140, -0.135, 0.137], [-0.437, 0.262, -0.026], [-0.713, 0.042, 0.027], [1.601, 0.614, -0.106], [-0.907, -0.561, 0.456], [0.212, 0.079, 0.772], [-1.072, 1.003, -2.272], [-1.302, -3.238, -0.309], [0.899, -0.596, 1.192], [0.184, 0.137, -0.360], [0.141, -0.248, -0.045], [0.405, -0.136, 0.861], [0.472, -0.113, 0.628], [-0.473, 0.645, 0.315], [-0.451, -0.711, -0.419], [0.594, 0.573, -0.533], [0.024, -0.286, 0.320], [-0.439, 0.196, -0.005], [-0.419, -0.281, -0.588], [-0.350, 0.662, 1.960], [1.604, 0.759, -0.180], [0.091, 0.208, 0.056], [-0.565, 0.076, -0.294], [-0.013, -0.021, -0.386], [0.382, 0.510, -0.346], [-0.014, -0.091, -0.208], [0.344, 0.060, -1.011], [0.181, 0.151, 0.374], [-0.004, 0.233, -0.394], [-0.328, -0.283, -0.068], [-0.138, -0.308, 0.546], [-0.386, 0.009, -0.036], [0.390, -0.215, -0.129], [0.012, -0.078, -0.305], [-0.296, -0.029, -0.184], [-0.230, -0.172, 0.362], [0.167, 0.019, -0.465], [0.187, -0.357, -0.145], [-0.137, -0.246, 0.298], [-0.524, 0.229, -0.022]], "nbo_charge": [-0.616, 0.075, -0.231, -0.224, -0.212, -0.218, -0.256, 0.127, -0.257, -0.183, -0.237, -0.186, -0.301, 0.260, 0.217, 0.217, 0.215, 0.213, 0.237, 0.222, 0.217, 0.217, 0.221, 0.244, -0.646, -0.172, -0.268, -0.208, -0.241, 1.131, -0.069, -0.210, -0.179, -0.165, 0.978, -0.326, -0.337, -0.327, -0.181, -0.137, -0.678, 0.221, 0.251, -0.238, -0.216, -0.223, -0.239, -0.665, 0.442, 0.230, 0.222, 0.230, 0.229, 0.223, 0.224, 0.236, 0.236, 0.220, 0.228, 0.218, 0.219, 0.227], "largest_force_ev_per_a": 3.50, "e_homo_ha": -0.294, "homo_lumo_gap_ev": 7.99, "multiplicity": 1, "e_above_lowest_kj_mol": 162.20}